[1]
Below is C17H22BFKN4O2 as an isolated structure, with properties calculated with ωB97M-V/def2-TZVPD.

Results
frontier orbital gap = 7.9581 eV
HOMO energy = -11.63 eV
electronic energy = -1755.01486 Ha

The geometry in ORCA input format:
```
! wB97M-V def2-TZVPD RIJCOSX def2/J DEFGRID3
* xyz 1 1
N 1.2172 1.1200 -0.3235
B 0.4706 1.4505 -1.5005
O 0.9398 2.2553 -2.5031
C -1.0226 0.8753 -1.5943
C -1.3014 -0.2466 -2.4011
N -2.4887 -0.7949 -2.5152
C -3.4608 -0.2059 -1.7585
C -4.8077 -0.7451 -1.7644
C -5.7713 -0.1390 -1.0301
F -7.0122 -0.6165 -1.0493
C -5.5027 1.0189 -0.2873
C -4.2535 1.5312 -0.2598
C -3.1855 0.9198 -0.9918
N -1.9633 1.4831 -0.9031
H 2.0371 1.7080 -0.2250
H 1.4795 0.1416 -0.2982
H 1.8462 2.0335 -2.7381
H -0.5037 -0.6888 -2.9793
H -5.0466 -1.6323 -2.3458
H -6.2983 1.4929 0.2654
H -4.0322 2.4285 0.2922
N -1.4987 -0.5061 2.9696
C -2.4909 -0.2788 2.1113
C -3.7077 -0.9385 2.1432
C -3.8983 -1.8915 3.1363
C -2.8783 -2.1459 4.0319
C -1.6976 -1.4265 3.9047
H -2.3203 0.4848 1.3639
H -4.4603 -0.6803 1.4143
H -4.8354 -2.4297 3.2080
H -2.9920 -2.8824 4.8148
H -0.8719 -1.5889 4.5885
C 6.2149 -0.7119 -1.7443
C 5.7001 0.6623 -1.3528
O 4.5581 0.6297 -0.5106
C 4.7356 -0.0076 0.7464
C 5.7845 0.6489 1.6256
H 5.4130 -1.3139 -2.1745
H 7.0154 -0.6159 -2.4774
H 6.6150 -1.2546 -0.8871
H 5.3845 1.1991 -2.2482
H 6.4953 1.2582 -0.8942
H 4.9559 -1.0715 0.6080
H 3.7646 0.0505 1.2411
H 6.7873 0.5449 1.2094
H 5.7877 0.1872 2.6126
H 5.5792 1.7141 1.7369
K -4.4796 -1.0252 -4.2664
*
```


[2]
Below is C17H22Br3N4O9 as an isolated structure, with properties calculated with ωB97M-V/def2-TZVPD.

Results
frontier orbital gap = 4.1626 eV
HOMO energy = -2.69 eV
electronic energy = -9278.74540 Ha

The geometry in ORCA input format:
```
! wB97M-V def2-TZVPD RIJCOSX def2/J DEFGRID3
* xyz -1 1
C 1.2236 -0.7035 2.3787
C -0.0878 -0.4593 1.6892
O -1.0905 0.4156 2.1604
H 1.1003 -1.2059 3.3381
H 1.7815 0.2189 2.5399
H 1.8964 -1.3842 1.8570
H -0.6047 -1.4050 1.5264
H 0.0084 -0.1929 0.6367
C -0.2822 -0.0561 5.8994
N 0.0630 1.3312 5.5936
O -0.7217 2.0580 5.0334
O 1.1797 1.6188 5.9098
H 0.5603 -0.4076 6.4950
H -0.2706 -0.5358 4.9207
H -1.2127 -0.0348 6.4667
C -3.3400 -1.9696 3.6292
N -3.4799 -0.7367 4.4286
O -3.3425 0.3524 3.9379
O -3.8066 -0.8162 5.5836
H -2.5381 -1.8445 2.9016
H -4.2648 -2.1317 3.0756
H -2.9034 -2.8197 4.1534
C 0.5313 3.2266 -4.4253
C -0.0325 4.1520 -3.5665
C 0.0002 3.9764 -2.1731
C 0.6994 2.8226 -1.6592
C 1.2854 1.9185 -2.5772
C 1.1879 2.1026 -3.9744
N 0.8177 2.6407 -0.1398
O -0.0242 3.1497 0.5621
O 1.8547 2.0573 0.2285
H 0.3990 3.2728 -5.4962
H -0.6321 4.9888 -3.8930
H -0.5179 4.7085 -1.5715
H 1.8322 1.0525 -2.2343
H 1.5842 1.3603 -4.6513
C 1.0307 -2.5958 -2.9370
C 0.4050 -1.8328 -2.0061
C -0.8870 -1.3456 -2.2823
C -1.5505 -1.6831 -3.4465
C -0.8463 -2.4750 -4.3844
C 0.4666 -2.9376 -4.1510
N -2.8780 -1.0828 -3.8230
O -3.6219 -0.7274 -2.9070
O -3.0618 -0.9628 -5.0408
H 1.9990 -2.9758 -2.6462
H 0.7363 -1.6798 -0.9896
H -1.3773 -0.7856 -1.4997
H -1.2005 -2.4628 -5.4046
H 1.0256 -3.4602 -4.9131
C 4.0169 -0.7489 -0.4184
Br 4.5102 -2.5576 0.3762
Br 4.3323 -0.6201 -2.3399
Br 5.0654 0.6836 0.4490
H 2.9820 -0.4710 -0.2192
*
```


[3]
Below is one molecule with the formula C17H22ClN3O2, with properties calculated with ωB97M-V/def2-TZVPD.

Results
frontier orbital gap = 8.9393 eV
HOMO energy = -8.44 eV
ΔE to the lowest compared entry with this formula, charge and spin = 43.5 kJ/mol
electronic energy = -1435.96313 Ha

The geometry in ORCA input format:
```
! wB97M-V def2-TZVPD RIJCOSX def2/J DEFGRID3
* xyz 0 1
C -2.7845 -0.3908 1.6057
C -3.1574 -0.5302 0.1615
C -3.8321 -1.6502 -0.2899
C -4.1797 -1.7741 -1.6260
Cl -5.0261 -3.1836 -2.1619
C -3.8582 -0.7781 -2.5277
C -3.1800 0.3473 -2.0895
C -2.8252 0.4814 -0.7543
O -2.1578 1.5564 -0.2255
C -1.9115 2.6963 -1.0270
C -0.6594 2.5958 -1.9069
C 0.6640 2.7026 -1.1329
C 1.3079 1.3552 -0.8268
O 2.4161 1.0607 -1.2264
N 0.5504 0.5394 -0.0688
C 0.9566 -0.7916 0.3171
C 1.3850 -0.8474 1.7873
C 2.7575 -0.1946 2.0040
N 3.8214 -1.0345 1.5308
C 4.3676 -2.0937 2.2029
C 5.2986 -2.6320 1.3642
N 5.3307 -1.9347 0.1989
C 4.4398 -0.9910 0.3253
H -2.8838 0.6449 1.9221
H -3.4186 -1.0187 2.2253
H -1.7494 -0.6935 1.7616
H -4.0948 -2.4315 0.4062
H -4.1302 -0.8737 -3.5664
H -2.9367 1.1105 -2.8107
H -1.7902 3.5149 -0.3100
H -2.7901 2.9157 -1.6438
H -0.7134 3.4150 -2.6258
H -0.6761 1.6599 -2.4681
H 1.3901 3.2610 -1.7245
H 0.5096 3.2390 -0.1939
H -0.3628 0.8571 0.2269
H 1.7945 -1.0797 -0.3231
H 0.1243 -1.4803 0.1409
H 1.4303 -1.8892 2.1096
H 0.6444 -0.3299 2.4014
H 2.8028 0.7551 1.4658
H 2.9107 -0.0031 3.0710
H 4.0620 -2.3559 3.1957
H 5.9462 -3.4707 1.5248
H 4.2073 -0.2556 -0.4195
*
```


[4]
Below is a 3-piece molecular cluster, C17H22F6OP overall, with properties calculated with ωB97M-V/def2-TZVPD.

Results
frontier orbital gap = 6.3967 eV
HOMO energy = -3.69 eV
electronic energy = -1676.69454 Ha

The geometry in ORCA input format:
```
! wB97M-V def2-TZVPD RIJCOSX def2/J DEFGRID3
* xyz -1 1
C -0.4791 -1.0301 -0.6645
C 0.8736 -1.6321 -0.9811
F 0.6661 -2.9872 -1.2757
C 1.8981 -1.4748 0.1261
P 3.5624 -0.6319 -0.4605
C 2.6973 1.1138 -0.4471
O 3.0308 1.9784 -1.5889
C 2.0591 2.2437 -2.3805
F 0.9920 2.7483 -1.7774
F 2.4524 3.1653 -3.2624
F 1.6353 1.2277 -3.0762
H -1.1365 -1.2740 -1.4887
H -0.4002 0.0420 -0.5539
H -0.8835 -1.4267 0.2486
H 1.2008 -1.1412 -1.8920
H 2.1376 -2.4614 0.4973
H 1.5027 -0.9266 0.9625
H 3.2295 -0.8197 -1.8733
H 4.8384 0.0065 -0.7884
H 3.8833 -0.4318 0.9810
H 4.2455 -1.9328 -0.4083
H 1.6290 1.0030 -0.3127
H 3.0675 1.6223 0.4290
F -0.1217 -2.0013 2.3776
C -0.2210 -3.2553 2.8418
C -0.2470 -4.2975 1.9358
C -0.3452 -5.5952 2.4144
C -0.4236 -5.8340 3.7807
C -0.3983 -4.7713 4.6731
C -0.2914 -3.4701 4.2043
H -0.1862 -4.0869 0.8748
H -0.3585 -6.4230 1.7180
H -0.5024 -6.8489 4.1490
H -0.4612 -4.9551 5.7377
H -0.2612 -2.6276 4.8826
F -3.5680 7.4350 -1.4924
C -3.4031 6.0955 -1.5633
C -2.1279 5.5807 -1.6786
C -1.9620 4.2050 -1.7473
C -3.0697 3.3687 -1.7079
C -4.3437 3.9071 -1.5953
C -4.5161 5.2818 -1.5179
H -1.2788 6.2505 -1.7141
H -0.9709 3.7873 -1.8312
H -2.9366 2.2963 -1.7644
H -5.2073 3.2558 -1.5678
H -5.5003 5.7217 -1.4223
*
```


[5]
Below is C17H22FeN5O2 as an isolated structure, with properties calculated with ωB97M-V/def2-TZVPD.

Results
frontier orbital gap (alpha / beta) = 7.8884 / 8.1919 eV
HOMO energy (alpha / beta) = -14.51 / -14.49 eV
ΔE to the lowest compared entry with this formula, charge and spin = 30.7 kJ/mol
electronic energy = -2348.48150 Ha

The geometry in ORCA input format:
```
! wB97M-V def2-TZVPD RIJCOSX def2/J DEFGRID3
* xyz 2 2
Fe 0.0986 0.1125 -0.5460
C -2.4875 1.6880 -3.4512
C -1.6958 2.6820 -4.0203
C -0.3884 2.8502 -3.5957
C 0.1044 2.0139 -2.6060
N -0.6896 1.0870 -2.0212
C -1.9501 0.9130 -2.4469
C 1.4689 1.9590 -2.0743
C 2.5997 2.5650 -2.6166
C 3.8392 2.3454 -2.0341
C 3.9684 1.5243 -0.9239
C 2.8501 0.8964 -0.3624
C 1.6299 1.1234 -0.9639
H -3.5015 1.5169 -3.7798
H -2.0971 3.3173 -4.7983
H 0.2435 3.6107 -4.0299
H -2.5296 0.1354 -1.9615
H 2.5248 3.1838 -3.5021
H 4.7155 2.8162 -2.4571
H 4.9436 1.3598 -0.4857
H 2.9582 0.2653 0.5107
N -0.3116 1.5089 0.7354
C -0.4881 0.9666 2.1158
C -1.7462 1.4514 2.8371
C -3.0925 1.1042 2.1955
C -3.4937 -0.3764 2.2100
N -3.5453 -0.8884 3.5779
C -3.1087 -2.0744 4.0080
N -3.0091 -2.2952 5.3177
N -2.8581 -3.0669 3.1613
C -0.3945 -0.5538 2.0596
O -0.5315 -1.2574 3.0223
O -0.1903 -1.0107 0.8324
H 0.4631 2.1676 0.7289
H -1.1256 2.0299 0.4132
H 0.3671 1.3055 2.7060
H -1.6694 2.5348 2.9490
H -1.7046 1.0367 3.8456
H -3.1526 1.4593 1.1622
H -3.8716 1.6597 2.7236
H -2.7989 -0.9833 1.6292
H -4.4823 -0.4756 1.7558
H -3.8525 -0.2413 4.2881
H -3.0637 -1.5351 5.9740
H -2.6496 -3.1678 5.6675
H -2.8827 -2.9183 2.1689
H -2.3748 -3.8904 3.4796
*
```


[6]
Below is C17H22MnN4S as an isolated structure, with properties calculated with ωB97M-V/def2-TZVPD.

Results
frontier orbital gap (alpha / beta) = 6.3945 / 7.7416 eV
HOMO energy (alpha / beta) = -11.01 / -11.51 eV
ΔE to the lowest compared entry with this formula, charge and spin = 1.3 kJ/mol
electronic energy = -2429.03890 Ha

The geometry in ORCA input format:
```
! wB97M-V def2-TZVPD RIJCOSX def2/J DEFGRID3
* xyz 1 5
Mn -0.3189 -0.3001 -0.7638
C -0.1887 1.9912 -0.1599
C -0.1550 1.1834 1.0247
C -1.4131 0.4953 1.1551
C -2.1780 0.8046 0.0362
C -1.3981 1.7201 -0.8108
C -1.8846 2.3632 -2.0691
C -3.5699 0.3396 -0.2280
C -1.8092 -0.4245 2.2723
C 0.9376 1.1471 2.0387
C 0.8167 3.0190 -0.5773
H -2.2159 3.3845 -1.8657
H -2.7230 1.8210 -2.5007
H -1.0936 2.4247 -2.8171
H -4.2849 1.0291 0.2291
H -3.7392 -0.6475 0.2017
H -3.7847 0.2863 -1.2928
H -1.8750 -1.4640 1.9425
H -2.7857 -0.1438 2.6680
H -1.0951 -0.3759 3.0922
H 0.6777 1.7889 2.8847
H 1.8832 1.5015 1.6326
H 1.0809 0.1391 2.4294
H 0.4702 4.0141 -0.2896
H 0.9582 3.0305 -1.6589
H 1.7814 2.8645 -0.0988
N -2.6577 -3.7953 -1.0912
C -1.6296 -2.9458 -0.9851
S -1.5180 -1.6878 -2.2190
N -0.7734 -3.1409 -0.0095
N 0.2038 -2.2022 -0.0186
C 1.3589 -2.4518 0.4520
C 2.3946 -1.4392 0.2130
C 3.6858 -1.5878 0.6934
C 4.6473 -0.6544 0.3413
C 4.2911 0.3862 -0.5005
C 2.9762 0.4681 -0.9305
N 2.0392 -0.4059 -0.5733
H -3.2880 -3.7289 -1.8697
H -2.6930 -4.5993 -0.4860
H 1.6010 -3.4074 0.9076
H 3.9296 -2.4331 1.3232
H 5.6619 -0.7483 0.7035
H 5.0123 1.1209 -0.8284
H 2.6644 1.2610 -1.5968
*
```


[7]
Below is one molecule with the formula C17H22N2O2S, with properties calculated with ωB97M-V/def2-TZVPD.

Results
frontier orbital gap = 7.5284 eV
HOMO energy = -7.88 eV
ΔE to the lowest compared entry with this formula, charge and spin = 279.8 kJ/mol
electronic energy = -1319.15121 Ha

The geometry in ORCA input format:
```
! wB97M-V def2-TZVPD RIJCOSX def2/J DEFGRID3
* xyz 0 1
C -0.7090 -0.4691 -0.6079
C 0.4719 0.2652 -1.2598
C 1.3829 0.8818 -0.1863
S 1.4947 0.0559 1.4356
O 2.5426 0.7227 2.1615
O 1.6171 -1.3774 1.3110
C -0.0334 0.3553 2.3617
C -0.5630 -0.6950 3.0555
C -1.6630 -0.5117 3.9081
C -2.2018 0.7343 4.0720
C -1.6720 1.8403 3.3766
C -2.1775 3.1501 3.5151
C -1.6048 4.1700 2.8054
C -0.5399 3.8662 1.9393
N -0.0488 2.6692 1.7809
C -0.5707 1.6518 2.4914
N 1.2738 -0.4824 -2.2017
C 1.7976 -1.7766 -1.8145
C 0.9030 -2.9611 -2.2064
C 0.5747 -2.9085 -3.6959
C -0.0475 -1.5575 -4.0353
C 0.9067 -0.4392 -3.5980
H -1.2691 0.2246 0.0163
H -1.3800 -0.8594 -1.3692
H -0.3531 -1.2877 0.0091
H 0.0593 1.1066 -1.8333
H 2.4119 0.9191 -0.5360
H 1.0604 1.8785 0.1031
H -0.1109 -1.6673 2.9344
H -2.0676 -1.3586 4.4410
H -3.0363 0.8944 4.7398
H -3.0103 3.3266 4.1817
H -1.9589 5.1854 2.8906
H -0.0782 4.6444 1.3450
H 1.9731 -1.7824 -0.7401
H 2.7640 -1.8942 -2.3216
H -0.0220 -2.9395 -1.6300
H 1.4234 -3.8897 -1.9666
H -0.1055 -3.7200 -3.9651
H 1.4933 -3.0341 -4.2747
H -1.0058 -1.4525 -3.5228
H -0.2302 -1.4793 -5.1090
H 0.4749 0.5388 -3.8243
H 1.8343 -0.5379 -4.1768
*
```


[8]
Below is one molecule with the formula C17H22N2O4, with properties calculated with ωB97M-V/def2-TZVPD.

Results
frontier orbital gap = 8.7797 eV
HOMO energy = -8.05 eV
ΔE to the lowest compared entry with this formula, charge and spin = 299.6 kJ/mol
electronic energy = -1071.42749 Ha

The geometry in ORCA input format:
```
! wB97M-V def2-TZVPD RIJCOSX def2/J DEFGRID3
* xyz 0 1
C -5.0367 -0.6383 -0.8742
C -3.7524 0.1574 -0.6647
C -2.6930 -0.6606 -0.0062
N -2.7357 -1.9643 -0.0323
O -1.6726 -2.4313 0.6685
C -0.9700 -1.4029 1.1516
C 0.2321 -1.6705 1.9702
C -1.5581 -0.2237 0.7486
C -1.0371 1.1193 1.0601
O -0.3210 1.3315 2.0217
N -1.4347 2.1065 0.2107
C -0.7215 3.3609 0.1733
C 0.3592 3.3516 -0.9272
C 1.2052 2.1229 -0.7582
C 2.2822 2.1005 0.1108
C 2.9499 0.9170 0.3646
C 2.5620 -0.2812 -0.2214
O 3.1644 -1.4867 0.0607
C 4.2184 -1.5099 0.9900
C 1.4904 -0.2665 -1.1305
O 0.9522 -1.3257 -1.8034
C 1.6097 -2.5708 -1.8617
C 0.8418 0.9382 -1.3777
H -4.8341 -1.5189 -1.4757
H -5.7817 -0.0244 -1.3749
H -5.4360 -0.9658 0.0814
H -3.3835 0.4971 -1.6389
H -3.9530 1.0386 -0.0494
H 0.6013 -0.7276 2.3636
H 1.0020 -2.1459 1.3644
H -0.0187 -2.3435 2.7883
H -1.8776 1.8298 -0.6510
H -0.2529 3.4793 1.1523
H -1.4304 4.1766 0.0060
H -0.1218 3.3468 -1.9077
H 0.9604 4.2564 -0.8374
H 2.5960 3.0036 0.6109
H 3.7754 0.9320 1.0572
H 4.5171 -2.5551 1.0622
H 3.8955 -1.1570 1.9746
H 5.0720 -0.9151 0.6494
H 2.6390 -2.4676 -2.2120
H 1.0378 -3.1590 -2.5793
H 1.6071 -3.0807 -0.8962
H 0.0214 0.9075 -2.0798
*
```


[9]
Below is C17H22N2O4S2 as an isolated structure, with properties calculated with ωB97M-V/def2-TZVPD.

Results
frontier orbital gap = 8.3061 eV
HOMO energy = -8.58 eV
ΔE to the lowest compared entry with this formula, charge and spin = 1423.7 kJ/mol
electronic energy = -1867.29458 Ha

The geometry in ORCA input format:
```
! wB97M-V def2-TZVPD RIJCOSX def2/J DEFGRID3
* xyz 0 1
C -3.0201 -1.5002 1.5003
C -2.8580 -2.4436 0.2105
H -3.7965 -2.8875 0.1002
H -2.8109 -1.8799 -0.7220
C -1.8437 -3.6304 0.1821
C -0.5775 -2.9152 0.1637
C 0.2173 -2.6209 1.3435
C 1.5421 -1.9363 0.8330
C 1.9327 -1.7245 -0.4363
C 1.2101 -2.1000 -1.4236
C -0.1400 -2.3905 -1.1667
H -0.8263 -2.7295 -2.1229
H 1.5588 -2.0592 -2.5268
S 3.6632 -1.0779 -0.6309
O 3.7567 -0.8772 -2.1897
O 4.5333 -2.0811 0.0498
N 3.8535 0.0954 0.2707
C 2.8216 1.1982 0.3190
C 2.0070 1.4014 -0.8309
C 0.8396 2.2624 -0.6003
C 0.7543 3.1602 0.2065
C 1.6845 3.2454 1.4175
C 2.7991 2.3161 1.3133
H 3.4840 2.2382 2.2152
H 1.7735 4.0563 1.8105
C -0.2241 4.1943 0.3557
H -1.0285 3.6920 1.1163
H 0.1232 5.3076 0.6170
H -0.8831 4.2160 -0.4859
N -0.1681 2.0565 -1.5772
S -1.2688 1.0075 -1.1871
O -1.5252 -0.0432 -2.3470
O -0.8235 0.4149 0.1477
C -2.8239 1.7099 -0.9169
H -3.6315 1.0636 -0.7014
H -2.6164 2.6943 -0.0102
H -2.9636 2.4006 -1.9739
H 0.1190 1.8663 -2.3076
H 1.9318 0.6319 -1.5622
H 4.2969 0.2968 1.1208
H 2.2991 -1.7898 1.9376
H -0.1683 -2.5906 2.4281
H -2.0047 -3.9593 1.3524
H -2.0679 -4.3750 -0.3878
H -2.2784 -0.8284 1.3830
H -2.9997 -2.1342 2.3270
H -3.8525 -0.9515 1.3857
*
```


[10]
Below is one molecule with the formula C17H22N2OS, with properties calculated with ωB97M-V/def2-TZVPD.

Results
frontier orbital gap = 8.4159 eV
HOMO energy = -8.00 eV
ΔE to the lowest compared entry with this formula, charge and spin = 66.8 kJ/mol
electronic energy = -1243.92912 Ha

The geometry in ORCA input format:
```
! wB97M-V def2-TZVPD RIJCOSX def2/J DEFGRID3
* xyz 0 1
C -6.2694 -0.0964 -0.3240
C -6.0550 0.7765 0.6418
C -4.7298 1.0529 1.2898
N -3.6893 0.1172 0.9390
C -2.8234 0.3463 -0.0843
S -2.7470 1.8249 -0.8332
N -2.0039 -0.6727 -0.4318
C -1.1037 -0.5588 -1.5550
C 0.3341 -0.3149 -1.0851
C 0.6152 -1.1238 0.1989
C 2.0673 -1.5764 0.2056
O 2.3635 -2.7509 0.1556
C 3.1005 -0.5158 0.2170
C 2.8719 0.7923 0.6442
C 3.8925 1.7205 0.6197
C 5.1651 1.3824 0.1669
C 6.2512 2.4110 0.1417
C 5.3947 0.0766 -0.2493
C 4.3812 -0.8591 -0.2185
C -0.3321 -2.3210 0.2720
C -1.7714 -1.8238 0.4229
H -7.2452 -0.2347 -0.7554
H -5.4796 -0.6984 -0.7435
H -6.8643 1.3813 1.0273
H -4.3863 2.0483 0.9857
H -4.8467 1.0482 2.3797
H -3.9029 -0.8441 1.1607
H -1.4403 0.2693 -2.1801
H -1.1690 -1.4846 -2.1343
H 1.0210 -0.6126 -1.8795
H 0.4803 0.7485 -0.8983
H 0.4379 -0.4936 1.0763
H 1.9055 1.0911 1.0191
H 3.7037 2.7295 0.9574
H 5.9569 3.2555 -0.4801
H 6.4359 2.7895 1.1464
H 7.1760 1.9950 -0.2491
H 6.3765 -0.2084 -0.5991
H 4.5573 -1.8752 -0.5392
H -0.2125 -2.9311 -0.6232
H -0.0754 -2.9477 1.1268
H -1.9291 -1.5260 1.4648
H -2.4751 -2.6334 0.1801
*
```